# 1
Formula: ClH18O13
Source: the Open Molecules 2025 dataset
Level of theory: wB97M-V/def2-TZVPD

Structure (ORCA input):
```
! wB97M-V def2-TZVPD RIJCOSX def2/J DEFGRID3
* xyz -1 1
Cl -0.57260 0.09686 0.21021
O 0.08019 1.05121 -0.67995
O -1.98732 -0.06010 -0.06512
O 0.04362 -1.21103 0.11126
O -0.35411 0.63803 1.53689
O 1.45215 -0.28325 4.23242
H 1.36671 0.09428 3.34372
H 0.54516 -0.42865 4.51950
O 0.83791 3.49393 1.69961
H 0.39433 2.63055 1.70855
H 1.63534 3.35560 2.22192
O -4.03560 -2.09861 -2.41760
H -4.14204 -2.05475 -3.37344
H -3.70272 -1.22854 -2.17172
O 2.94925 1.66478 -0.37011
H 2.00045 1.70165 -0.15703
H 3.28974 2.53146 -0.12639
O 3.10823 -0.61213 1.32311
H 3.38408 0.05999 0.66700
H 2.57152 -1.23880 0.81973
O 2.25021 -3.38470 -0.61237
H 1.51653 -2.79330 -0.84925
H 2.07599 -4.19145 -1.10497
O 1.45023 -1.28997 -2.56652
H 1.04676 -0.69303 -1.91624
H 2.39316 -1.09859 -2.51484
O -2.10109 0.75748 -3.26550
H -2.91377 1.24572 -3.43642
H -2.18995 0.44129 -2.35421
O -4.47692 0.80934 1.76275
H -4.29827 1.40914 2.49364
H -3.61716 0.68559 1.33137
*
```

For the strongest force on any atom, the calculation gives 0.0271 hartree/bohr. The lowest unoccupied orbital energy is 0.1043 hartree. Its total energy is -39428.2396 eV. For the highest occupied orbital energy, the calculation gives -7.682 eV.

natural (NBO) atomic charge list, values in e, 6 entries: number 1, Cl, carries 2.54; number 2, O, carries -0.88; number 3, O, carries -0.88; number 4, O, carries -0.86; number 5, O, carries -0.90; number 6, O, carries -0.95


# 2
Formula: ClH22O15
Source: the Open Molecules 2025 dataset
Level of theory: wB97M-V/def2-TZVPD

Structure (ORCA input):
```
! wB97M-V def2-TZVPD RIJCOSX def2/J DEFGRID3
* xyz -1 1
Cl 0.43311 -1.31868 -0.78161
O 0.33911 -2.41968 0.21439
O -0.31089 -1.71868 -2.09361
O -0.16589 -0.10368 -0.21761
O 1.86411 -1.01268 -1.14661
O 3.46911 1.05932 -0.98461
H 3.66911 1.77832 -1.65761
H 2.82111 0.42432 -1.33461
O 1.68611 2.26932 0.49239
H 2.29111 1.74832 0.01839
H 1.40611 1.86732 1.27839
O 0.02611 0.80432 2.23839
H -0.35889 0.09232 2.80139
H -0.12789 0.52632 1.32839
O -0.84189 -4.09268 2.06439
H -0.15489 -3.75868 1.49339
H -1.60789 -4.13268 1.49939
O -0.71289 3.44132 -0.18961
H 0.17511 3.10532 -0.05861
H -1.27089 2.67332 -0.35761
O -1.75589 0.15332 -3.42961
H -2.36889 0.21532 -2.68561
H -1.15489 -0.57368 -3.27161
O 0.99511 1.85532 -2.52861
H 0.10211 1.97332 -2.96761
H 0.81711 1.54832 -1.67861
O -2.25389 1.46432 -1.12661
H -1.89489 1.79632 -1.93461
H -1.83689 0.65232 -0.89561
O -1.19589 -1.57668 3.13239
H -1.02389 -2.46468 2.76639
H -1.94889 -1.76768 3.71639
O 2.81511 -0.63668 1.35639
H 2.57111 -0.86868 0.50939
H 3.55111 0.00332 1.34839
O -2.83489 -1.14168 0.69039
H -3.21289 -0.47368 1.28839
H -1.99789 -1.39068 1.10339
*
```

For the strongest force on any atom, the calculation gives 0.0884 hartree/bohr. The lowest unoccupied orbital energy is 0.0955 hartree. Its total energy is -43587.8713 eV. For the highest occupied orbital energy, the calculation gives -6.960 eV.

natural (NBO) atomic charge list, values in e, 6 entries: number 1, Cl, carries 2.44; number 2, O, carries -0.84; number 3, O, carries -0.82; number 4, O, carries -0.85; number 5, O, carries -0.84; number 6, O, carries -0.98


# 3
Formula: ClH2N3O2
Source: the Open Molecules 2025 dataset
Level of theory: wB97M-V/def2-TZVPD

Structure (ORCA input):
```
! wB97M-V def2-TZVPD RIJCOSX def2/J DEFGRID3
* xyz -2 1
N -1.14879 0.37435 0.96986
N 0.93534 0.70319 1.65448
N -1.89940 1.36491 0.82527
O 1.72306 0.61347 0.67444
O -2.98825 1.08338 0.26494
Cl 4.32639 -5.20247 -6.78862
H -1.46702 -0.54870 0.74540
H 0.51866 1.61187 1.65424
*
```

For the strongest force on any atom, the calculation gives 0.0711 hartree/bohr. The lowest unoccupied orbital energy is 0.2338 hartree. Its total energy is -21116.5441 eV. For the highest occupied orbital energy, the calculation gives -2.028 eV.

natural (NBO) atomic charge list, values in e, 6 entries: number 1, N, carries -0.54; number 2, N, carries -0.05; number 3, N, carries 0.11; number 4, O, carries -0.44; number 5, O, carries -0.64; number 6, Cl, carries -1.00


Let's list orbital gap in order: 10.521 9.558 8.390 eV.